Computed, not measured: a cluster of 2 separate species, C3H7N3O2 in total in a non-equilibrium geometry, with ωB97M-V with the def2-TZVPD basis set.

```
15
Properties=species:S:1:pos:R:3:forces:R:3
C -0.03122 -1.63068 1.61581 0.5 -1.6 2.8
C -0.74738 -0.52656 1.74454 0.8 1.5 -2.3
C 1.38968 0.86949 -0.93280 -0.5 -0.6 -1.2
N 1.43308 2.05763 -0.61919 0.9 0.0 0.4
N -1.55196 -0.13499 0.65593 0.3 0.5 0.8
N 0.43615 0.41273 -2.15505 2.5 0.4 2.9
O 0.39185 -0.74431 -2.32741 0.0 -3.9 -0.2
O -0.11679 1.21481 -2.78742 -1.8 3.5 -1.8
H 0.45569 -2.02694 2.53814 0.2 0.6 -1.1
H -0.23379 -2.37064 0.87316 -0.2 -0.3 -0.6
H -0.37472 0.30920 2.39339 -1.1 -1.0 -0.1
H 1.95393 -0.04403 -0.58238 -0.9 1.2 0.0
H 0.94086 2.74709 -1.19481 -0.3 -0.6 0.0
H -2.10805 0.68008 0.83154 -0.4 -0.1 -0.5
H -1.83734 -0.81287 -0.05345 0.0 0.5 0.8
```
Forces are in eV/Å.

Values from the calculation:
frontier orbital gap = 8.40 eV
charge = 0
E_LUMO = -0.015 eV
strongest force on any atom = 4.3 eV Å⁻¹
structure (SMILES) = [H]/N=C\[N+](=O)[O-].C=CN

natural (NBO) atomic charge list, values in e, 5 entries: C -0.529; C 0.000; C 0.197; N -0.571; N -0.851